DFT (the ωB97M-V functional and the def2-TZVPD basis) results for a cluster of 11 separate species, C33H94N6O11 in total at a distorted geometry.

XYZ file:
```
144
Properties=species:S:1:pos:R:3
C -3.578 -0.372 0.688
C -4.827 -0.567 1.602
C -5.523 0.733 1.897
O -5.723 -1.366 0.879
H -3.108 -1.302 0.366
H -2.867 0.374 1.041
H -3.983 0.055 -0.229
H -4.488 -1.027 2.530
H -4.851 1.405 2.430
H -6.427 0.527 2.470
H -5.821 1.316 1.026
H -6.602 -1.354 1.264
C 4.122 0.925 -0.754
C 3.817 1.123 -2.261
C 4.436 2.451 -2.747
O 4.428 0.062 -2.969
H 3.649 1.704 -0.156
H 5.182 0.932 -0.499
H 3.761 -0.049 -0.424
H 2.759 1.026 -2.505
H 5.395 2.651 -2.269
H 3.767 3.289 -2.555
H 4.547 2.419 -3.831
H 4.298 0.329 -3.881
C -1.563 1.617 3.498
C -0.473 0.650 3.883
C -1.030 -0.754 3.887
O -1.971 -0.997 4.902
C -2.331 -2.369 5.152
N 0.695 0.852 3.034
H -2.447 1.380 4.091
H -1.839 1.606 2.443
H -1.361 2.666 3.714
H -0.177 0.927 4.895
H -0.157 -1.388 4.044
H -1.417 -0.985 2.895
H -2.801 -2.435 6.133
H -1.520 -3.091 5.052
H -3.052 -2.740 4.424
H 0.899 1.835 2.922
H 0.414 0.496 2.132
C 1.157 3.028 -0.396
C 0.821 4.518 -0.608
C -0.057 4.741 -1.871
O 0.643 4.364 -3.117
C 1.469 5.427 -3.540
N 0.209 5.058 0.609
H 1.607 2.575 -1.280
H 0.291 2.509 0.014
H 1.826 2.835 0.442
H 1.746 5.081 -0.728
H -0.492 5.737 -1.797
H -0.820 3.965 -1.943
H 2.449 5.363 -3.067
H 0.974 6.382 -3.364
H 1.569 5.363 -4.624
H 0.257 6.061 0.506
H -0.758 4.867 0.391
C 4.598 -2.890 1.295
C 4.731 -2.559 2.738
C 4.382 -1.077 3.117
O 5.363 -0.148 2.605
C 4.848 1.205 2.821
N 3.909 -3.461 3.551
H 3.553 -2.789 1.003
H 4.992 -3.874 1.040
H 5.229 -2.261 0.667
H 5.791 -2.616 2.987
H 4.311 -0.942 4.196
H 3.371 -0.876 2.765
H 5.562 1.984 2.553
H 4.564 1.313 3.868
H 3.965 1.384 2.208
H 3.991 -3.208 4.525
H 4.375 -4.352 3.647
C 5.409 -3.207 -5.550
C 3.903 -3.270 -5.699
C 3.046 -3.062 -4.456
O 1.624 -3.127 -4.805
C 0.871 -2.749 -3.658
N 3.375 -2.276 -6.685
H 5.855 -3.091 -6.538
H 5.795 -4.127 -5.111
H 5.673 -2.383 -4.886
H 3.743 -4.274 -6.093
H 3.317 -2.086 -4.052
H 3.265 -3.878 -3.768
H 1.112 -1.709 -3.436
H 1.092 -3.409 -2.820
H -0.214 -2.811 -3.750
H 3.739 -2.520 -7.595
H 2.399 -2.529 -6.736
C -2.396 7.620 0.345
C -3.363 6.902 -0.600
C -3.816 5.451 -0.169
O -2.725 4.550 -0.135
C -3.077 3.185 0.040
N -4.555 7.751 -0.829
H -1.504 7.050 0.607
H -2.853 7.988 1.264
H -2.017 8.534 -0.112
H -2.815 6.745 -1.529
H -4.573 5.100 -0.871
H -4.361 5.504 0.774
H -3.723 2.774 -0.736
H -3.626 3.049 0.973
H -2.169 2.583 -0.001
H -4.986 7.397 -1.671
H -4.203 8.645 -1.141
C -5.121 -6.579 0.122
C -4.117 -6.193 1.302
C -3.234 -4.949 1.165
O -2.340 -5.159 0.087
C -1.843 -3.936 -0.477
N -4.891 -6.162 2.490
H -5.388 -7.633 0.206
H -4.572 -6.442 -0.809
H -6.029 -5.979 0.068
H -3.353 -6.957 1.445
H -2.704 -4.780 2.102
H -3.936 -4.129 1.015
H -1.388 -3.347 0.320
H -2.609 -3.378 -1.015
H -1.049 -4.247 -1.156
H -5.185 -7.119 2.621
H -4.279 -5.857 3.233
C 0.875 -3.842 2.131
O 1.602 -4.616 3.065
H 0.869 -2.790 2.415
H 1.339 -3.904 1.146
H -0.155 -4.196 2.169
H 2.452 -4.185 3.181
C 0.833 -0.822 -0.002
O -0.408 -0.340 0.499
H 0.736 -1.767 -0.536
H 1.240 -0.062 -0.669
H 1.528 -1.103 0.789
H -0.879 0.004 -0.264
C -1.081 1.094 -2.932
O -1.482 0.174 -1.879
H -1.891 1.821 -2.991
H -0.093 1.541 -2.817
H -1.092 0.599 -3.903
H -2.257 -0.338 -2.123
```

Calculated values
ΔE to the lowest compared entry with this formula, charge and spin: 22.05 kcal/mol
net charge: -1
HOMO (alpha / beta): 0.51 / -6.89 eV
E_tot: -2469.62479 hartree
multiplicity: 2
expectation value of S²: 0.7505
maximum force: 2.69 eV Å⁻¹